Below is 40 unconnected molecules or ions with the total composition H80O40, with properties calculated with the ωB97M-V functional and the def2-TZVPD basis.

DFT total energy (Eh): -3057.28422
Energy relative to the best compared isomer or geometry (same formula, charge and spin) (kJ/mol): 1242.2
Orbital gap (eV): 10.0
Highest occupied orbital energy (eV): -10.3526

Atoms and positions in Å:
H (-0.100, -4.087, 5.251)
H (-0.741, -3.692, 3.855)
O (-0.274, -3.406, 4.632)
H (2.502, 1.484, -0.820)
H (3.315, 0.835, 0.484)
O (2.611, 1.331, 0.123)
H (-3.212, 0.932, -0.089)
H (-2.022, 1.518, -0.933)
O (-2.665, 0.836, -0.894)
H (0.307, -0.002, 4.984)
H (-0.445, -1.397, 5.261)
O (0.194, -0.658, 5.637)
H (1.191, 3.838, -3.349)
H (0.087, 4.257, -2.525)
O (0.139, 3.760, -3.259)
H (0.151, -5.269, -3.283)
O (0.300, -4.775, -2.539)
H (0.408, -2.208, 1.305)
O (0.415, -2.748, 2.150)
H (-1.548, -0.665, 0.298)
H (-1.504, -2.201, 0.147)
O (-1.123, -1.360, 0.629)
H (-3.951, 2.957, 1.035)
H (-3.815, 3.718, -0.132)
O (-4.404, 3.219, 0.236)
H (-4.419, -1.509, -0.255)
H (-4.988, -2.632, -0.653)
O (-4.114, -2.452, -0.474)
H (-1.963, 4.649, -0.790)
H (-2.739, 4.042, -1.947)
O (-2.020, 3.762, -1.346)
H (-6.208, 1.163, 0.602)
O (-5.981, 0.621, -0.006)
H (2.870, -1.317, -3.781)
H (3.138, -2.943, -3.857)
O (3.046, -2.221, -3.235)
H (2.892, 0.082, 5.913)
H (3.091, 0.257, 4.299)
O (2.979, 0.718, 5.211)
H (-1.904, 4.458, 4.624)
H (-0.872, 4.838, 3.445)
O (-1.854, 4.527, 3.598)
H (2.426, 6.472, 0.228)
H (2.721, 5.007, 0.857)
O (3.123, 5.791, 0.461)
H (-1.211, 6.123, -1.963)
H (-0.385, 5.688, -0.755)
O (-0.938, 6.324, -1.110)
H (2.528, -4.018, 1.880)
H (3.040, -3.707, 0.611)
O (3.420, -4.094, 1.420)
H (5.108, -0.777, 0.264)
O (4.618, -0.340, -0.428)
H (3.431, -0.951, 1.844)
H (3.576, -2.095, 2.712)
O (3.653, -1.233, 2.760)
H (0.423, 3.443, 5.835)
O (-0.089, 3.372, 5.062)
H (2.557, -1.976, -0.812)
H (1.324, -2.672, -0.650)
O (2.071, -2.338, -0.081)
H (-1.836, -0.158, -2.643)
H (-2.015, -1.214, -3.603)
O (-1.900, -1.234, -2.739)
H (1.095, 1.322, 0.662)
H (-0.107, 0.268, 0.879)
O (0.106, 1.115, 0.924)
H (-2.917, 1.826, -2.770)
H (-3.319, 1.650, -4.258)
O (-3.437, 2.231, -3.473)
H (3.778, 4.402, -2.740)
H (2.946, 4.858, -1.563)
O (2.995, 4.183, -2.298)
H (1.057, 3.075, 2.879)
H (2.083, 2.918, 1.810)
O (1.536, 3.612, 2.211)
H (-2.986, -3.701, 3.618)
H (-2.669, -4.556, 2.472)
O (-2.362, -4.360, 3.334)
H (6.485, -1.454, 1.850)
H (5.420, -2.378, 1.424)
O (5.916, -1.690, 1.132)
H (-3.638, 1.427, 2.543)
H (-4.103, 0.402, 1.586)
O (-4.357, 0.929, 2.365)
H (-1.098, -3.066, -1.857)
H (-2.211, -3.535, -1.130)
O (-1.324, -3.259, -0.884)
H (-1.794, 3.330, 2.157)
O (-2.033, 2.920, 1.230)
H (-2.283, -1.283, 3.843)
H (-1.540, -0.895, 2.696)
O (-2.136, -0.516, 3.368)
H (4.577, -0.967, -1.143)
H (0.869, -5.232, -1.859)
H (0.307, 2.786, 4.536)
H (0.047, -2.467, 2.925)
H (-5.615, 1.145, -0.782)
H (-1.291, 2.223, 1.102)
O (-0.371, -6.294, -0.265)
H (-1.403, -6.198, -0.367)
H (-0.160, -5.319, -0.377)
O (-0.337, 1.187, -2.701)
H (0.229, 1.726, -2.144)
H (-0.989, 1.969, -3.013)
O (2.133, -6.062, -1.088)
H (1.673, -6.820, -0.919)
H (2.861, -5.933, -0.338)
O (-4.359, -0.705, -4.608)
H (-4.305, -0.500, -3.745)
H (-3.859, -1.534, -4.830)
O (-0.217, -1.976, -6.086)
H (0.478, -1.989, -6.580)
H (-0.167, -2.781, -5.412)
O (4.492, 1.888, -3.230)
H (4.346, 1.729, -4.188)
H (5.291, 1.267, -3.110)
O (1.847, 0.457, -4.295)
H (1.459, 0.239, -3.508)
H (0.943, 0.713, -4.690)

Forces on atoms 1 to 2 (eV/Å):
0.0 -1.1 0.4
-0.6 -1.3 -0.2